(1)
{
  "formula": "C34H40Ge2IrNO5",
  "method": "ωB97M-V/def2-TZVPD",
  "species": ["Ir", "O", "C", "O", "C", "C", "C", "C", "C", "N", "C", "O", "O", "H", "H", "H", "H", "C", "Ge", "C", "C", "Ge", "C", "C", "C", "C", "C", "C", "C", "C", "C", "C", "C", "C", "H", "H", "H", "H", "H", "H", "H", "H", "H", "H", "H", "H", "H", "H", "H", "H", "H", "H", "H", "C", "C", "C", "C", "C", "C", "C", "C", "C", "C", "C", "C", "O", "H", "H", "H", "H", "H", "H", "H", "H", "H", "H", "H", "H", "H", "H", "H", "H", "H"],
  "coordinates": [[0.3367, 0.3898, 0.8146], [-2.2842, -0.5878, 4.0594], [-1.6080, -0.1610, 3.0176], [-0.9300, -0.8949, 2.3194], [-1.7604, 1.2707, 2.6927], [-2.6748, 2.1211, 3.2672], [-2.7574, 3.4344, 2.7943], [-1.9764, 3.8045, 1.7199], [-1.0908, 2.8747, 1.1861], [-0.9526, 1.6658, 1.6985], [-0.3031, 3.1236, -0.0666], [-0.3390, 4.1924, -0.6082], [0.3365, 2.0562, -0.5088], [-2.1356, -1.5408, 4.1717], [-3.3047, 1.7544, 4.0656], [-3.4429, 4.1378, 3.2469], [-2.0182, 4.7861, 1.2682], [-3.9348, -2.3744, -2.0710], [-2.8723, -1.6406, -0.6065], [-4.0965, -1.1184, 0.8399], [-1.6312, -3.0125, 0.0761], [-1.1225, 0.2600, -1.1877], [-0.2990, -0.2563, -2.8685], [0.9535, 0.2034, -3.2688], [1.4713, -0.1673, -4.5032], [0.7499, -1.0112, -5.3347], [-0.4942, -1.4829, -4.9362], [-1.0151, -1.1090, -3.7045], [-2.4823, 1.6068, -1.6100], [-2.3894, 2.3082, -2.8159], [-3.2156, 3.3973, -3.0607], [-4.1420, 3.7987, -2.1075], [-4.2566, 3.0995, -0.9139], [-3.4301, 2.0104, -0.6690], [-4.7950, -2.8851, -1.6340], [-3.3488, -3.0944, -2.6409], [-4.3039, -1.5988, -2.7418], [-4.5664, -2.0348, 1.2061], [-4.8789, -0.4525, 0.4775], [-3.5808, -0.6410, 1.6696], [-2.1918, -3.7951, 0.5963], [-0.9313, -2.5628, 0.7722], [-1.0804, -3.4679, -0.7477], [1.5207, 0.8578, -2.6191], [2.4407, 0.2024, -4.8159], [1.1547, -1.3028, -6.2953], [-1.0573, -2.1460, -5.5802], [-1.9872, -1.4745, -3.3981], [-1.6585, 2.0112, -3.5587], [-3.1271, 3.9382, -3.9944], [-4.7709, 4.6599, -2.2928], [-4.9878, 3.4035, -0.1735], [-3.5290, 1.4658, 0.2669], [2.9700, -2.2223, -1.8980], [4.1592, -1.4268, -1.3388], [4.1432, 0.0305, -1.8223], [4.2422, -1.4686, 0.1651], [5.3648, -1.9648, 0.7771], [5.4959, -1.9799, 2.1686], [4.5065, -1.4153, 2.9832], [3.3666, -0.8786, 2.4484], [2.3618, -0.1919, 3.3414], [1.6467, -1.2010, 4.2455], [3.0180, 0.9230, 4.1606], [3.1640, -0.9743, 1.0098], [2.0614, -0.6625, 0.4692], [3.0086, -2.2177, -2.9870], [2.0227, -1.7910, -1.5897], [3.0058, -3.2588, -1.5561], [5.0718, -1.8962, -1.7115], [3.2787, 0.5645, -1.4275], [4.0990, 0.0569, -2.9117], [5.0444, 0.5568, -1.5040], [6.1676, -2.3541, 0.1633], [6.3783, -2.4126, 2.6214], [4.6564, -1.3922, 4.0556], [1.6100, 0.2888, 2.7009], [2.3674, -1.7318, 4.8689], [1.0960, -1.9335, 3.6544], [0.9464, -0.6838, 4.9065], [3.7033, 0.5107, 4.9026], [2.2573, 1.4982, 4.6908], [3.5769, 1.6062, 3.5203]],
  "forces_ev_per_a": [[-1.75, 1.89, 0.63], [-0.05, 0.07, 0.07], [-0.16, 0.10, -0.02], [1.11, -0.18, -0.13], [-0.02, -0.08, 0.33], [-0.01, 0.20, 0.17], [-0.04, -0.17, 0.05], [0.23, 0.01, 0.13], [0.04, 0.48, 0.05], [-0.54, -0.89, -1.13], [0.03, 0.04, -0.05], [0.12, 0.00, -0.07], [1.32, -0.57, 0.32], [-0.02, -0.04, -0.02], [0.00, 0.06, 0.01], [-0.04, -0.04, -0.02], [-0.03, -0.03, -0.04], [-0.10, 0.12, -0.04], [1.64, 0.52, 0.25], [-0.09, -0.14, -0.14], [-0.54, -0.29, 0.01], [-2.36, -1.78, 0.11], [0.65, 0.24, 0.23], [-0.10, 0.03, -0.12], [0.03, 0.03, 0.05], [-0.03, -0.02, -0.03], [0.00, 0.01, 0.06], [0.03, 0.03, -0.02], [0.77, 0.71, 0.13], [-0.14, 0.09, 0.17], [-0.04, -0.12, -0.08], [0.02, 0.02, 0.00], [-0.04, -0.08, 0.00], [-0.04, -0.04, -0.09], [0.01, -0.03, -0.04], [-0.03, 0.00, 0.00], [-0.01, -0.02, 0.00], [-0.03, 0.06, 0.06], [0.00, 0.00, 0.03], [-0.08, 0.03, 0.00], [0.15, -0.08, -0.02], [0.06, -0.05, -0.01], [0.00, 0.02, 0.00], [-0.05, 0.05, -0.06], [-0.02, 0.00, -0.01], [0.00, 0.01, 0.01], [0.00, 0.01, -0.01], [0.03, -0.01, -0.07], [0.04, 0.05, 0.02], [-0.02, 0.01, 0.02], [-0.01, -0.02, -0.01], [0.00, 0.00, -0.02], [0.01, 0.05, -0.01], [0.16, -0.10, 0.11], [-0.36, 0.10, -0.03], [0.09, -0.05, 0.05], [-0.06, -0.13, -0.02], [0.09, -0.06, 0.09], [-0.10, 0.03, -0.04], [0.10, -0.05, 0.01], [-0.07, 0.15, -0.15], [0.07, -0.14, 0.08], [-0.05, 0.07, -0.09], [-0.02, 0.02, -0.06], [0.08, -0.06, 0.28], [0.16, -0.10, -0.85], [0.00, -0.02, 0.00], [-0.04, 0.00, -0.06], [0.00, 0.01, -0.03], [0.04, 0.02, 0.02], [0.03, -0.01, -0.02], [0.00, 0.02, 0.02], [-0.01, 0.01, -0.02], [-0.01, -0.01, 0.02], [0.01, 0.04, -0.01], [0.02, 0.00, -0.02], [-0.04, 0.06, -0.01], [-0.02, 0.01, 0.01], [0.02, -0.04, 0.03], [0.01, -0.03, 0.01], [-0.01, 0.02, 0.00], [0.01, -0.03, 0.02], [0.00, 0.00, 0.02]],
  "mulliken_spin": [0.0617, 0.0007, -0.0018, 0.0014, -0.0009, 0.0007, 0.0006, -0.0017, 0.0021, -0.0064, -0.0022, 0.0001, -0.0034, -0.0005, 0.0002, -0.0001, 0.0000, -0.0001, 0.0040, 0.0006, -0.0001, -0.0019, -0.0031, 0.0001, -0.0007, 0.0005, -0.0003, -0.0005, 0.0029, -0.0012, 0.0004, -0.0006, 0.0008, -0.0012, 0.0000, 0.0002, 0.0001, 0.0002, 0.0001, -0.0005, 0.0003, -0.0020, -0.0001, -0.0004, -0.0003, 0.0000, 0.0000, 0.0006, -0.0003, 0.0001, -0.0001, 0.0001, -0.0011, 0.0236, -0.0078, 0.0252, 0.1433, -0.0482, 0.2085, -0.0244, 0.0802, -0.0130, 0.0252, 0.0197, 0.2158, 0.3295, 0.0027, -0.0073, -0.0073, 0.0015, -0.0098, 0.0031, -0.0058, 0.0064, -0.0015, 0.0106, -0.0078, -0.0016, -0.0058, 0.0018, -0.0008, 0.0008, -0.0036],
  "gap_ha": [0.221, 0.179],
  "total_charge": 1,
  "de_lowest_kcal_mol": 0.00,
  "lumo_ev": [-3.998, -5.120],
  "multiplicity": 2
}

---

(2)
{
  "formula": "C36H41NO2Si",
  "method": "ωB97M-V/def2-TZVPD",
  "species": ["C", "Si", "C", "C", "O", "C", "C", "C", "C", "C", "C", "C", "C", "C", "C", "C", "C", "C", "C", "C", "C", "C", "N", "C", "C", "C", "C", "C", "C", "C", "C", "C", "H", "H", "H", "H", "H", "H", "H", "H", "H", "H", "H", "H", "H", "H", "H", "H", "H", "H", "H", "H", "H", "H", "H", "H", "H", "H", "H", "H", "H", "H", "H", "H", "H", "H", "C", "C", "C", "C", "C", "C", "O", "C", "H", "H", "H", "H", "H", "H", "H"],
  "coordinates": [[2.5355, -4.6760, 1.1290], [2.2561, -3.6097, 2.6174], [1.2198, -4.4083, 3.9345], [3.8596, -3.0005, 3.3390], [1.3392, -2.2989, 2.0674], [1.6458, -0.9308, 1.8877], [1.7095, -0.2154, 3.2762], [1.0464, -0.7810, 4.3701], [1.1875, -0.2088, 5.6389], [1.9034, 0.9853, 5.7718], [2.4650, 1.6220, 4.6617], [2.3554, 1.0171, 3.4042], [2.8653, -0.8239, 0.9475], [4.1024, -0.3592, 1.3921], [5.1692, -0.2735, 0.4900], [5.0119, -0.7511, -0.8093], [3.8006, -1.3084, -1.2263], [2.7253, -1.3715, -0.3364], [0.3827, -0.3390, 1.1599], [-0.9434, -0.4793, 1.9374], [-1.2636, 0.8916, 2.5253], [-0.4286, 1.8926, 1.7253], [0.5272, 1.0882, 0.9898], [1.3851, 1.6394, 0.1289], [1.5307, 3.0026, 0.0278], [1.8666, 3.6258, -1.1914], [2.1691, 5.0552, -1.1947], [2.4674, 5.6843, -2.4171], [3.0508, 6.9454, -2.4505], [3.2937, 7.6435, -1.2533], [3.0239, 7.0271, -0.0247], [2.4560, 5.7541, 0.0079], [3.1858, -5.5213, 1.4061], [1.5785, -5.0829, 0.7673], [3.0150, -4.1291, 0.3025], [1.7484, -5.3051, 4.2946], [1.0392, -3.7568, 4.8035], [0.2447, -4.7240, 3.5345], [4.2969, -3.8251, 3.9244], [4.6001, -2.7204, 2.5764], [3.7502, -2.1467, 4.0245], [0.4563, -1.6941, 4.2415], [0.7232, -0.7113, 6.4941], [1.9981, 1.4389, 6.7567], [2.9947, 2.5761, 4.7488], [2.8004, 1.4855, 2.5227], [4.2376, -0.0966, 2.4438], [6.1087, 0.1518, 0.8444], [5.8501, -0.7061, -1.4991], [3.6742, -1.7235, -2.2284], [1.7845, -1.8564, -0.6271], [0.2791, -0.8223, 0.1707], [-1.6946, -0.6938, 1.1649], [-0.9259, -1.3019, 2.6584], [-2.3305, 1.1223, 2.4531], [-0.9760, 0.9674, 3.5780], [-1.0675, 2.4830, 1.0527], [0.0737, 2.6249, 2.3746], [2.0012, 0.9862, -0.4901], [1.3934, 3.5940, 0.9345], [2.3035, 3.0548, -2.0244], [2.3540, 5.0999, -3.3337], [3.3006, 7.4089, -3.4073], [3.6774, 8.6645, -1.2778], [3.2405, 7.5381, 0.9176], [2.3963, 5.2443, 0.9720], [-0.3391, -0.2266, -5.9908], [-0.6650, 0.9823, -5.1524], [-1.4911, 1.9538, -5.7370], [-1.9454, 3.0479, -4.9872], [-1.4736, 3.2469, -3.7096], [-0.3360, 2.4966, -3.2593], [0.4542, 3.0713, -2.4404], [-0.1677, 1.1986, -3.8722], [0.2968, -0.9420, -5.4661], [-1.2456, -0.7516, -6.3203], [0.1659, 0.0724, -6.9190], [-1.8260, 1.8250, -6.7703], [-2.6620, 3.7516, -5.4146], [-1.8246, 4.0366, -3.0529], [0.3935, 0.4292, -3.3481]],
  "forces_ev_per_a": [[0.06, -0.52, -0.07], [-0.23, 1.32, -0.27], [-0.11, -0.42, 0.16], [0.56, -0.14, 0.25], [-0.14, -0.20, 0.08], [-0.78, -0.05, 0.42], [0.22, -0.26, -0.96], [0.45, -0.09, 0.28], [-0.09, 0.09, -0.54], [-0.07, 0.09, 0.24], [-0.23, -0.26, -0.28], [0.02, 0.04, 0.43], [-0.17, -0.45, 0.85], [0.02, 0.04, -0.49], [-0.29, -0.21, 0.27], [0.11, 0.17, -0.06], [-0.34, -0.24, 0.31], [0.44, 0.24, -0.08], [0.09, -0.69, 0.19], [-0.15, -0.19, -0.83], [0.15, 0.25, 0.59], [-0.55, 0.58, 0.45], [0.98, 0.64, -1.07], [-0.49, -0.37, 0.21], [0.62, 1.02, -0.29], [1.38, -1.39, 1.09], [0.41, 1.05, 0.01], [0.43, -0.38, 0.17], [-0.23, 0.46, 0.39], [-0.28, -0.37, -0.12], [-0.30, 0.05, -0.29], [0.34, -0.33, -0.47], [-0.18, 0.13, -0.20], [0.28, 0.08, 0.05], [-0.13, -0.10, 0.34], [-0.24, 0.15, -0.02], [0.16, -0.17, -0.32], [0.24, 0.05, 0.11], [-0.02, 0.18, -0.09], [-0.25, -0.12, 0.14], [-0.12, -0.24, -0.18], [0.43, 0.37, 0.06], [0.21, 0.39, -0.25], [0.04, -0.08, -0.18], [-0.24, -0.39, 0.12], [-0.16, -0.07, 0.41], [0.01, 0.05, -0.53], [-0.14, -0.23, -0.27], [-0.14, 0.03, 0.05], [0.20, 0.18, 0.28], [0.50, 0.31, 0.05], [0.15, 0.21, 0.50], [0.03, -0.20, 0.36], [-0.03, 0.23, -0.25], [0.20, -0.04, 0.03], [-0.09, -0.18, -0.09], [0.38, -0.20, -0.23], [-0.05, -0.33, -0.08], [-0.68, -0.02, -0.15], [-0.70, -0.04, -0.56], [0.08, 0.36, 0.96], [-0.22, 0.29, 0.24], [-0.09, -0.17, 0.30], [0.05, -0.35, -0.02], [-0.02, -0.15, -0.38], [-0.24, 0.27, -0.35], [-0.04, -0.27, -0.11], [-0.61, 0.55, -0.24], [-0.18, 0.09, -0.24], [-0.14, -0.41, -0.13], [0.53, -0.20, -0.04], [-1.41, -0.04, -1.23], [-0.27, -0.26, 0.74], [0.22, 0.67, 0.36], [0.01, 0.04, -0.01], [0.10, 0.08, 0.22], [0.06, -0.01, 0.26], [0.08, 0.00, 0.32], [0.06, -0.26, 0.08], [0.17, 0.20, -0.27], [0.39, 0.15, -0.19]],
  "mulliken_charge": [-1.0696, 0.4361, -1.1242, -0.8610, -0.2916, 1.9152, 0.4276, -0.4966, -1.1891, -0.7405, -1.1698, -0.0808, 0.3728, -0.3417, -1.2429, -0.6513, -0.9817, -0.4675, -1.1536, -1.0086, -0.8067, -0.7687, 0.7853, 0.9468, -0.8856, -0.0493, 0.4895, -0.3299, -0.6882, -0.3413, -0.7405, -0.3021, 0.3727, 0.2949, 0.2723, 0.3891, 0.3006, 0.3269, 0.5440, 0.2682, 0.2010, 0.3847, 0.4640, 0.4029, 0.4402, 0.5657, 0.6739, 0.4608, 0.4292, 0.4813, 0.5309, 1.0246, 0.5671, 0.2058, 0.4527, 0.1819, 0.5535, 0.3669, -0.0610, 0.1731, 0.3127, 0.3592, 0.3583, 0.3712, 0.3440, 0.2708, -1.4273, 0.7810, -0.5876, -0.3386, -1.0905, 0.2618, -0.4511, -0.3148, 0.3255, 0.3214, 0.3073, 0.3293, 0.3371, 0.3794, 0.2925],
  "gap_ha": 0.199,
  "de_lowest_kcal_mol": 19.60,
  "lumo_ev": -0.492,
  "multiplicity": 1
}

---

(3)
{
  "formula": "ClIS",
  "method": "ωB97M-V/def2-TZVPD",
  "species": ["Cl", "S", "I"],
  "coordinates": [[-1.0142, -0.8620, -0.0015], [0.2385, 0.7450, 0.0015], [2.5959, -0.0711, -0.0008]],
  "forces_ev_per_a": [[0.51, 0.22, 0.00], [0.87, -0.47, 0.00], [-1.38, 0.25, 0.00]],
  "mulliken_charge": [-0.0892, -0.0066, 0.0958],
  "gap_ha": 0.278,
  "de_lowest_kcal_mol": 0.00,
  "lumo_ev": -1.672,
  "multiplicity": 1
}